Entry 1:
This record from OMol25 describes C3H6N2O3 as an isolated structure in a non-equilibrium geometry. The level of theory is the ωB97M-V functional and the def2-TZVPD basis.

Positions of all 14 atoms, in Å:
1 N 1.0282 -0.2029 -0.6378
2 C -0.2087 -0.2985 0.3966
3 C -0.3735 1.0648 -0.1037
4 N 2.2037 -0.7677 -0.1223
5 C -0.9578 2.0601 -0.6919
6 O -1.4628 -0.9240 -0.2091
7 O -2.0619 -1.7589 0.7922
8 O 0.0812 -0.6281 1.5676
9 H -1.4140 -1.6283 1.5324
10 H 0.8640 -0.3850 -1.6252
11 H 1.9802 -1.4312 0.6227
12 H 2.7455 -0.0620 0.3772
13 H -2.0425 2.1431 -0.6839
14 H -0.3814 2.8185 -1.2148

The HOMO energy is -0.331 Ha. The calculation puts the HOMO-LUMO gap at 7.972 eV. The calculation puts the energy above the lowest of the compared OMol25 structures with the same formula, charge and spin at 215.7 kcal per mole. As for the LUMO energy: -1.05 eV.



Entry 2:
This record from OMol25 describes C32H35ClN2 as an isolated structure. The level of theory is the ωB97M-V functional and the def2-TZVPD basis.

Positions of all 70 atoms, in Å:
1 Cl 5.4451 0.8135 4.8414
2 C 4.5068 0.4194 3.4530
3 N 4.0725 -0.8179 3.3780
4 C 3.3469 -1.1694 2.3293
5 C 3.0194 -0.2999 1.2968
6 C 3.4930 1.0091 1.4013
7 C 4.2501 1.3895 2.4915
8 H 4.6312 2.3916 2.6012
9 H 3.2635 1.7252 0.6248
10 C 2.1818 -0.6765 0.1124
11 H 2.7120 -0.3569 -0.7904
12 C 0.7699 -0.0502 0.1669
13 C 0.2086 0.9401 -0.8383
14 N -1.2247 0.6675 -0.7506
15 C -2.0198 1.1584 -1.8518
16 C -2.0380 2.6876 -1.9380
17 C -2.5364 3.3047 -0.6322
18 C -2.5690 4.8268 -0.7273
19 C -3.4547 5.2719 -1.8866
20 C -2.9610 4.6614 -3.1943
21 C -2.9304 3.1391 -3.0949
22 H -3.9445 2.7666 -2.9319
23 H -2.5657 2.7134 -4.0330
24 H -3.6115 4.9653 -4.0173
25 H -1.9555 5.0311 -3.4095
26 H -3.4548 6.3615 -1.9607
27 H -4.4815 4.9484 -1.7017
28 H -2.9410 5.2485 0.2088
29 H -1.5548 5.2034 -0.8832
30 H -1.8868 2.9939 0.1862
31 H -3.5397 2.9286 -0.4206
32 H -1.0205 3.0442 -2.1305
33 H -3.0434 0.8079 -1.6912
34 H -1.6667 0.7486 -2.8191
35 C -1.4591 -0.7520 -0.4366
36 C -2.3811 -0.9219 0.7447
37 C -2.5094 0.0721 1.7037
38 C -3.3258 -0.1166 2.8043
39 C -4.0172 -1.3055 2.9624
40 C -3.8912 -2.3038 2.0113
41 C -3.0787 -2.1118 0.9086
42 H -2.9856 -2.8916 0.1651
43 H -4.4299 -3.2332 2.1277
44 H -4.6538 -1.4538 3.8223
45 H -3.4222 0.6663 3.5427
46 H -1.9727 0.9977 1.5684
47 C -0.0687 -1.2914 -0.1402
48 C 0.4966 -2.2905 0.8727
49 H 0.5643 -1.9595 1.9064
50 H 0.0399 -3.2750 0.8166
51 C 1.7557 -2.1654 -0.0278
52 C 2.8279 -3.1990 -0.0743
53 C 3.8630 -3.0822 -0.9965
54 C 4.8594 -4.0379 -1.0641
55 C 4.8359 -5.1289 -0.2121
56 C 3.8074 -5.2585 0.7045
57 C 2.8101 -4.3022 0.7717
58 H 2.0130 -4.4128 1.4923
59 H 3.7809 -6.1077 1.3715
60 H 5.6151 -5.8747 -0.2636
61 H 5.6573 -3.9315 -1.7846
62 H 3.8875 -2.2377 -1.6695
63 C 0.7629 -2.0221 -1.2041
64 H 0.3236 -2.9707 -1.5045
65 H 1.0907 -1.4707 -2.0828
66 H -1.8842 -1.2841 -1.3026
67 H 0.3996 1.9810 -0.5692
68 H 0.6058 0.7635 -1.8524
69 H 0.5527 0.3169 1.1734
70 H 3.0300 -2.2010 2.3266

The HOMO energy is -0.316 Ha. The calculation puts the HOMO-LUMO gap at 9.197 eV. As for the LUMO energy: 0.60 eV.



Entry 3:
This record from OMol25 describes C3H2FO3Rb as an isolated structure in a non-equilibrium geometry. The level of theory is the ωB97M-V functional and the def2-TZVPD basis.

Positions of all 10 atoms, in Å:
1 C -0.0844 -0.4769 3.3062
2 C -1.3152 0.2593 2.7985
3 O -1.2722 0.3670 1.5565
4 C -0.0236 -0.2792 1.0548
5 O 0.5995 -0.7439 2.0977
6 O 0.2004 -0.3106 -0.0917
7 Rb 0.1471 0.3183 -3.7252
8 F 0.6477 0.2694 4.1109
9 H -2.0773 0.7837 3.3884
10 H -0.5114 -1.4092 3.7632

The HOMO energy is -0.776 Ha. The calculation puts the HOMO-LUMO gap at 10.828 eV. As for the charge: +2. The calculation puts the energy above the lowest of the compared OMol25 structures with the same formula, charge and spin at 0.0 kcal per mole. As for the LUMO energy: -10.28 eV.



Entry 4:
This record from OMol25 describes a 2-piece molecular cluster, C7H15N overall in a non-equilibrium geometry. The level of theory is the ωB97M-V functional and the def2-TZVPD basis.

Positions of all 23 atoms, in Å:
1 C 0.8867 -2.1674 -0.2263
2 C -0.2758 -2.2010 0.4971
3 C -1.2580 -1.0898 0.6250
4 N -0.6139 -3.2727 1.3871
5 H 1.6477 -2.9385 -0.0328
6 H 1.0875 -1.4739 -1.0640
7 H -1.1190 -0.4276 1.5244
8 H -2.2499 -1.5672 0.5819
9 H -1.2273 -0.4826 -0.2818
10 H -1.6301 -3.4308 1.3938
11 H -0.1479 -4.1617 1.1910
12 C 0.7074 2.2538 1.4184
13 C -0.1970 2.0527 0.4269
14 C 0.2341 2.4148 -0.9832
15 C 0.5424 1.2202 -1.9080
16 H 0.5753 1.9637 2.4630
17 H 1.7296 2.6763 1.2269
18 H -1.1834 1.6476 0.5980
19 H -0.5741 3.0486 -1.4114
20 H 1.1283 3.0589 -0.9083
21 H -0.3375 0.5664 -2.1206
22 H 0.8302 1.5889 -2.9108
23 H 1.4448 0.7212 -1.4863

The HOMO energy is -0.298 Ha. The calculation puts the HOMO-LUMO gap at 9.169 eV. The calculation puts the energy above the lowest of the compared OMol25 structures with the same formula, charge and spin at 42.9 kcal per mole. The SMILES is C=C(C)N.C=CCC. As for the LUMO energy: 1.05 eV.



Entry 5:
This record from OMol25 describes a 5-piece molecular cluster, C5H22N2O4 overall in a non-equilibrium geometry. The level of theory is the ωB97M-V functional and the def2-TZVPD basis.

Positions of all 33 atoms, in Å:
1 C -2.4918 2.1355 1.2007
2 C -1.7779 1.2028 0.2107
3 N -2.4629 -0.0423 -0.2014
4 C -0.3364 0.6934 0.7403
5 N 0.5733 1.8361 0.7595
6 C 0.8258 2.4157 -0.6153
7 C 1.8194 1.5231 1.5102
8 H -1.7116 2.7251 1.7188
9 H -3.2208 2.7033 0.6040
10 H -3.0502 1.6393 2.0157
11 H -1.4143 1.6538 -0.7532
12 H -3.4082 -0.0955 0.0466
13 H -2.3253 0.1051 -1.1759
14 H -0.5278 0.3666 1.7742
15 H 0.0412 -0.1719 0.1870
16 H 0.0543 2.0603 -1.2290
17 H 1.8169 2.0914 -1.0680
18 H 0.8185 3.4625 -0.4996
19 H 2.2875 2.5541 1.7333
20 H 1.5590 1.1086 2.4779
21 H 2.6649 1.0153 0.9784
22 O 2.6545 -0.3270 -1.8951
23 H 2.0014 0.2581 -1.8108
24 H 2.2615 -0.9509 -2.5278
25 O -1.3015 -2.8302 0.4490
26 H -0.4155 -2.5109 0.4785
27 H -1.9922 -2.0649 0.3500
28 O 1.7754 -1.8478 0.0345
29 H 2.3364 -1.2241 -0.5802
30 H 1.4346 -1.0832 0.5148
31 O 0.1201 -3.4893 -1.4849
32 H -0.6450 -3.4930 -0.8154
33 H 0.4394 -2.5746 -1.4333

The HOMO energy is -0.337 Ha. The calculation puts the HOMO-LUMO gap at 9.428 eV. The calculation puts the energy above the lowest of the compared OMol25 structures with the same formula, charge and spin at 80.2 kcal per mole. The SMILES is C[C@H](N)CN(C)C.O.O.O.O. As for the LUMO energy: 0.25 eV.



Entry 6:
This record from OMol25 describes C14H9N4O4S2SeW as an isolated structure. The level of theory is the ωB97M-V functional and the def2-TZVPD basis.

Positions of all 35 atoms, in Å:
1 W -1.1168 0.1234 -2.1204
2 S -1.6868 -2.2368 -2.1357
3 C -0.0216 -2.3363 -1.6606
4 N 0.5760 -1.1648 -1.6501
5 C 1.8988 -1.2358 -1.2191
6 C 2.8043 -0.1863 -1.1075
7 C 4.0883 -0.4853 -0.6954
8 C 4.4714 -1.7986 -0.4070
9 C 3.5783 -2.8462 -0.5255
10 C 2.2845 -2.5480 -0.9348
11 S 0.9439 -3.6489 -1.1622
12 H 2.5071 0.8255 -1.3455
13 H 4.8135 0.3110 -0.5995
14 H 5.4838 -1.9994 -0.0853
15 H 3.8761 -3.8613 -0.3019
16 O -0.0257 1.5223 -1.1418
17 N -0.3569 1.8552 0.0787
18 N -1.1738 1.0537 0.5782
19 O -1.6087 0.0281 -0.1276
20 C -1.6808 1.2187 1.9176
21 C -2.8238 0.5199 2.2668
22 C -3.3225 0.6902 3.5485
23 C -2.6837 1.5389 4.4401
24 C -1.5362 2.2258 4.0617
25 C -1.0177 2.0709 2.7891
26 H -3.3091 -0.1310 1.5554
27 H -4.2155 0.1590 3.8465
28 H -3.0802 1.6665 5.4381
29 H -1.0393 2.8824 4.7619
30 H -0.1239 2.5932 2.4808
31 O -2.3569 1.5331 -2.3423
32 O -2.9559 0.2522 -2.5349
33 Se -0.4198 0.7150 -6.7270
34 C -0.4013 0.4542 -5.0670
35 N -0.3693 0.2397 -3.8723

The HOMO energy is -0.442 Ha. The calculation puts the HOMO-LUMO gap at 6.566 eV. As for the charge: +1. The calculation puts the energy above the lowest of the compared OMol25 structures with the same formula, charge and spin at 0.0 kcal per mole. As for the LUMO energy: -5.46 eV.



Entry 7:
This record from OMol25 describes C39H36As2F2NNiO10P as an isolated structure in a non-equilibrium geometry. The level of theory is the ωB97M-V functional and the def2-TZVPD basis.

Positions of all 92 atoms, in Å:
1 Ni 2.2914 2.1430 -0.6638
2 F 1.7706 -1.4753 -4.5092
3 C 2.5610 -0.6947 -3.6581
4 C 1.9522 0.2714 -2.8884
5 C 2.7178 1.0343 -2.0173
6 C 4.1539 0.9058 -2.1016
7 C 4.6909 -0.0555 -2.9861
8 F 6.0424 -0.2010 -2.9395
9 C 3.9158 -0.9252 -3.7486
10 C 4.9061 1.6725 -1.0832
11 C 6.2952 1.8269 -0.9818
12 C 6.7936 2.6597 0.0478
13 C 5.8966 3.2635 0.9698
14 C 4.5126 3.0199 0.8502
15 N 4.0255 2.2295 -0.2026
16 H 0.8203 0.3441 -2.8318
17 H 4.3227 -1.7576 -4.3757
18 H 6.9383 1.2197 -1.6324
19 H 7.8622 2.8887 0.1768
20 H 6.2107 4.0183 1.7006
21 H 3.6896 3.4801 1.4025
22 O -1.3572 0.3630 0.9757
23 C -0.5636 1.1249 0.4159
24 O 0.7094 0.9027 0.1726
25 C -1.0380 2.4945 -0.2250
26 P 0.5438 3.3773 -0.5393
27 C 0.6014 4.5960 0.8247
28 C 0.8362 5.9974 0.6327
29 C 0.5858 6.8582 1.7182
30 C 0.1446 6.3300 2.9466
31 C 0.2149 4.9187 3.1725
32 C 0.4802 4.0577 2.0929
33 C 0.2497 4.2889 -2.0220
34 C 0.9337 4.2167 -3.2594
35 C 0.6537 5.1368 -4.2469
36 C -0.4910 5.9479 -4.1762
37 C -1.2539 5.9443 -3.0307
38 C -0.9025 5.1101 -2.0152
39 H -1.6277 3.0519 0.5216
40 H -1.6843 2.3850 -1.1287
41 H 1.1680 6.3268 -0.3352
42 H 0.5861 7.9365 1.5555
43 H -0.2740 6.9929 3.7210
44 H 0.1207 4.6107 4.1931
45 H 0.5897 2.9255 2.2509
46 H 1.6703 3.3973 -3.4296
47 H 1.1144 4.9678 -5.2478
48 H -0.7529 6.6605 -4.9407
49 H -2.2008 6.4684 -2.9822
50 H -1.5753 5.1201 -1.1609
51 C -1.7716 -2.4263 -3.9285
52 O -1.6473 -2.5797 -2.5349
53 C -2.7046 -3.1640 -1.8656
54 O -3.6362 -3.7141 -2.3997
55 C -2.4396 -3.0578 -0.4320
56 C -3.4578 -2.7419 0.3711
57 As -4.1229 -4.0507 1.7872
58 C -4.2917 -2.9773 3.4260
59 C -2.2648 -4.6622 2.2904
60 C -1.0671 -4.0970 1.9603
61 As -0.6157 -3.2265 0.1977
62 C -0.0279 -4.9462 -0.7187
63 C 0.2224 -4.2157 2.7036
64 O 1.0117 -3.3073 2.6414
65 O 0.4629 -5.3277 3.4586
66 C 1.8348 -5.2987 4.0000
67 C -2.3276 -5.9850 2.9221
68 O -2.4299 -7.0389 2.3029
69 O -2.5192 -5.9243 4.2586
70 C -2.6978 -7.2553 4.8875
71 C -4.5158 -1.7120 0.1933
72 O -5.5290 -1.5837 0.8993
73 O -4.2919 -0.9308 -0.9085
74 C -5.1889 0.2117 -0.9311
75 H -1.0004 -1.7760 -4.3218
76 H -2.7235 -2.0310 -4.2777
77 H -1.6149 -3.4352 -4.3795
78 H -5.3381 -2.7810 3.7166
79 H -3.8416 -1.9713 3.3049
80 H -3.8461 -3.5089 4.3132
81 H 0.8311 -5.3902 -0.1985
82 H 0.0199 -4.7794 -1.8570
83 H -0.8494 -5.6623 -0.5330
84 H 1.8369 -5.0567 5.0832
85 H 2.5275 -4.6379 3.4292
86 H 2.3503 -6.2791 3.9385
87 H -2.1907 -7.1070 5.8797
88 H -2.1744 -7.9490 4.2525
89 H -3.7481 -7.5025 4.9187
90 H -6.2251 -0.0570 -0.9147
91 H -4.8978 0.7632 -1.8907
92 H -4.9507 0.7965 -0.0260

As for the spin multiplicity: 3. The HOMO energy (spin up / spin down) is -0.282 / -0.282 Ha. The calculation puts the HOMO-LUMO gap (spin up / spin down) at 7.069 / 6.506 eV. The calculation puts the energy above the lowest of the compared OMol25 structures with the same formula, charge and spin at 69.7 kcal per mole. As for the LUMO energy (spin up / spin down): -0.61 / -1.18 eV.



Entry 8:
This record from OMol25 describes C4H9NS as an isolated structure in a non-equilibrium geometry. The level of theory is the ωB97M-V functional and the def2-TZVPD basis.

Positions of all 15 atoms, in Å:
1 C -0.2496 1.6147 0.4192
2 C -0.4525 -0.0413 0.2608
3 C 0.0188 -1.2410 1.0984
4 C 0.5243 -0.8178 -0.3388
5 H -0.6982 1.7113 1.3372
6 H -0.6640 2.2492 -0.4004
7 H 0.8369 1.6441 0.7486
8 H -2.3687 0.7189 -1.1664
9 H 0.5811 -1.0637 1.9870
10 H -0.6727 -2.0706 1.2235
11 H 0.0447 -1.6422 -1.0254
12 H 1.2697 0.7692 -1.4779
13 H 2.2706 -1.2959 -1.6044
14 N 1.7193 -0.1146 -0.6600
15 S -2.1598 -0.4203 -0.4013

The HOMO energy is -0.324 Ha. The calculation puts the HOMO-LUMO gap at 8.668 eV. The calculation puts the energy above the lowest of the compared OMol25 structures with the same formula, charge and spin at 149.8 kcal per mole. As for the LUMO energy: -0.15 eV.



- Number 1 is which compound?
  C3H6N2O3